62
Properties=species:S:1:pos:R:3 method="wB97M-V/def2-TZVPD" de_lowest_kj_mol=1118.7 homo_energy_ev=-8.65 spin_multiplicity=1 homo_lumo_gap_ev=8.6855 e_lumo_ev=0.037
O 0.54166 0.30236 -0.13068
H 1.35158 0.72915 0.14878
H -0.14106 0.95330 0.03186
O 2.52543 0.92699 0.60507
H 2.83445 1.71924 1.04449
H 3.22286 0.70769 -0.01275
C -2.62366 1.94585 -0.45860
C -2.28459 0.88413 0.52847
O -0.98885 1.19342 1.03437
O -3.69755 1.50061 -1.23442
H -1.81986 2.24309 -1.13215
H -2.82100 2.84654 0.12270
H -2.18042 -0.09964 0.07082
H -2.99907 0.92664 1.35055
H -1.13156 1.94143 1.61894
H -3.39158 1.42667 -2.14135
C 0.77772 1.83753 -2.03676
C -0.18669 1.37676 -3.08811
O -1.34779 2.18742 -3.16498
O 1.23373 3.14457 -2.32338
H 1.68432 1.23327 -2.00444
H 0.35552 1.87665 -1.03260
H -0.44604 0.38685 -2.71273
H 0.39663 1.38177 -4.00887
H -1.05747 3.07059 -3.40439
H 1.61483 3.08691 -3.20261
C 0.85602 1.98908 2.66508
C 0.13518 0.73202 3.19699
C 0.68516 -0.48734 2.49532
O 0.37549 0.79525 4.60801
H 1.91574 1.83729 2.87015
H 0.52444 2.92666 3.11128
H 0.68185 2.11130 1.59605
H -0.94509 0.78088 3.06015
H 0.62561 -0.37492 1.41277
H 0.10611 -1.40336 2.61239
H 1.66595 -0.73159 2.90335
H 0.10551 1.67913 4.86777
C 1.32725 -3.43185 1.86873
C 1.13350 -2.56687 0.56940
C 2.26908 -1.54132 0.49674
O 0.98009 -3.43723 -0.52968
H 0.83603 -2.88170 2.67131
H 2.37461 -3.59426 2.12322
H 0.84107 -4.40531 1.80450
H 0.19239 -2.02319 0.65201
H 3.14044 -2.03434 0.06573
H 2.47613 -1.01831 1.43038
H 2.03757 -0.78011 -0.24829
H 0.58773 -2.96850 -1.26992
C -1.78709 -0.48379 -1.98778
C -1.02287 -1.58888 -1.23757
C -1.27952 -2.96232 -1.77144
O 0.41485 -1.26944 -1.31829
H -1.63370 -0.63626 -3.05612
H -1.50295 0.51806 -1.66582
H -2.84038 -0.56452 -1.71915
H -1.33437 -1.47776 -0.19895
H -2.33687 -3.22600 -1.79598
H -0.68064 -3.69794 -1.23448
H -0.92644 -2.96893 -2.80264
H 0.58056 -0.54346 -0.71242

73
Properties=species:S:1:pos:R:3 method="wB97M-V/def2-TZVPD" homo_energy_ev=-4.66 spin_multiplicity=1 homo_lumo_gap_ev=6.1731 e_lumo_ev=1.515 charge=-1
C 4.24531 0.61812 3.28468
C 4.31161 0.98733 1.66701
N 5.41755 1.76041 1.29083
C 3.20232 0.50459 0.54501
Nb 1.13549 1.47075 0.80790
S 0.77975 -0.22334 2.68684
C -0.87856 2.50458 1.19989
C -1.96140 2.41350 -0.00977
C -1.64920 3.34849 -1.32973
I -1.51434 5.49354 -0.92862
C 0.35323 0.13458 -0.80706
C -0.72332 -1.01628 -0.49264
C -1.82956 -1.16740 0.69367
C -2.88643 -2.45742 0.82015
C -2.88237 -3.65422 -0.34382
C -1.80662 -3.51636 -1.57041
C -0.76361 -2.25288 -1.62577
P 1.88038 3.29301 -0.88408
O 1.77556 4.79912 0.04934
O 3.59845 3.14682 -1.22323
H 5.32837 0.32787 3.64127
H 3.57287 -0.32958 3.43761
H 3.88893 1.53058 3.94872
H 5.40042 1.92330 0.25589
H 3.67316 0.63265 -0.51746
H 3.02892 -0.66283 0.72100
H 1.83344 2.55279 2.08970
H 1.17129 -1.50166 2.26159
H -1.31360 2.16200 2.25684
H -0.61034 3.65618 1.35233
H -2.99197 2.83029 0.42866
H -2.20473 1.34558 -0.41479
H -0.75324 2.90017 -1.96839
H -2.60268 3.21350 -2.03692
H -0.10589 0.82928 -1.66498
H 1.29010 -0.38805 -1.33360
H -1.85807 -0.30086 1.51519
H -3.67426 -2.55319 1.68821
H -3.61894 -4.57695 -0.32045
H -1.78228 -4.30598 -2.43527
H -0.02538 -2.22487 -2.56482
H 2.46012 4.76580 0.78175
H 4.02552 3.63756 -0.45374
O -4.67451 -5.81954 -1.72447
H -5.55604 -6.17131 -1.91982
H -4.09224 -6.29371 -2.33693
O 6.79797 -1.33802 4.27894
H 7.36174 -0.94273 4.96080
H 7.27216 -2.14264 4.02065
O 6.57695 2.31831 5.03269
H 6.45728 2.05485 4.10788
H 5.69763 2.20549 5.42391
O 8.14449 1.52628 7.49091
H 7.90480 1.51712 6.55204
H 8.98257 2.01217 7.51383
O -3.81909 1.92422 2.86453
H -3.46722 1.51498 3.66934
H -4.58182 2.43456 3.17564
O -3.85489 4.45698 -3.86112
H -4.74449 4.73538 -3.59631
H -3.26876 4.95209 -3.26927
O -4.55912 5.43013 -6.51504
H -4.46477 5.04636 -5.63026
H -3.74424 5.94009 -6.63713
O -4.15550 -5.62266 -4.55393
H -4.39520 -5.63181 -5.49280
H -3.31743 -5.13677 -4.53102
O -4.69646 -5.91540 -7.84214
H -4.59792 -5.12433 -8.39307
H -5.27376 -6.49330 -8.36344
O -3.59982 -7.86873 0.32104
H -3.89270 -7.01960 -0.04257
H -4.37562 -8.19898 0.79860

73
Properties=species:S:1:pos:R:3 method="wB97M-V/def2-TZVPD" homo_energy_ev=-10.22 spin_multiplicity=1 homo_lumo_gap_ev=10.0066 e_lumo_ev=-0.212 smiles="CCOS(C)(=O)=O.CCOS(C)(=O)=O.C[N+](=O)[O-].CO.CO.CO.CO.CO.CO"
C 1.08911 -0.46480 -0.85304
O 2.32485 -1.11588 -0.89504
H 1.21762 0.61195 -0.96343
H 0.54767 -0.77295 -1.74746
H 0.62458 -0.78673 0.07899
H 2.98008 -0.63935 -0.38006
C 4.36111 2.98365 0.89586
O 4.83756 1.68652 1.07875
H 4.26076 3.58430 1.79987
H 5.21997 3.32278 0.31668
H 3.38956 3.04335 0.40531
H 4.81258 1.50298 2.02070
C -1.80870 -4.18132 -0.75127
O -2.43525 -4.21554 -2.04268
H -2.22559 -4.82367 0.02440
H -0.76235 -4.48407 -0.79131
H -1.84746 -3.22473 -0.23019
H -3.38401 -4.15298 -1.91028
C 0.37555 5.37228 -2.74248
O 0.11503 6.74729 -2.70075
H 0.61643 4.99189 -1.74982
H -0.42563 4.74520 -3.13362
H 1.28578 5.14524 -3.29748
H -0.04255 7.03066 -3.60434
C -1.77101 -0.33559 -6.33046
O -1.13342 -1.32497 -5.58051
H -1.50577 -0.51438 -7.37247
H -2.85129 -0.48085 -6.33086
H -1.56553 0.68667 -6.01287
H -1.73484 -1.77725 -4.98442
C -0.52635 2.93496 2.84242
O -0.94114 3.75074 1.75909
H 0.42648 3.32164 3.20394
H -1.21170 3.01754 3.68598
H -0.38564 1.89699 2.54089
H -0.92336 4.65916 2.06903
O 4.74972 -6.52712 0.72404
S 5.20099 -6.28545 2.11688
O 4.95918 -7.28802 3.13810
O 6.85021 -6.08151 1.97852
C 7.62955 -6.62713 3.03829
C 9.07528 -6.15953 2.90357
C 4.65871 -4.64274 2.69271
H 7.50399 -7.70947 3.00856
H 7.17793 -6.29564 3.97330
H 9.36743 -6.60855 1.95428
H 9.66119 -6.67659 3.66347
H 9.20392 -5.07830 2.95340
H 4.96889 -3.85050 2.01135
H 5.07893 -4.47432 3.68425
H 3.57767 -4.63383 2.83184
O -7.57184 4.49580 -2.31257
S -6.52703 4.05856 -1.41489
O -6.80547 3.54015 -0.03952
O -5.58505 2.95190 -2.19087
C -4.46827 2.37554 -1.48886
C -4.45905 0.92352 -1.79851
C -5.22215 5.43558 -1.34003
H -4.59905 2.35676 -0.40690
H -3.56816 2.87424 -1.84830
H -5.38913 0.41442 -1.54581
H -3.62224 0.41835 -1.31616
H -4.25612 0.74087 -2.85376
H -4.88251 5.65235 -2.35283
H -4.46589 4.98682 -0.69600
H -5.46276 6.35431 -0.80509
C -4.88550 1.04491 3.70901
N -4.78065 -0.16893 2.89306
O -5.78106 -0.91428 2.79165
O -3.70676 -0.34025 2.31542
H -5.93116 1.35061 3.74449
H -4.24710 1.81863 3.28251
H -4.44976 0.82815 4.68431

76
Properties=species:S:1:pos:R:3 method="wB97M-V/def2-TZVPD" homo_energy_ev="-13.73 / -13.73" spin_multiplicity=2 homo_lumo_gap_ev="2.4026 / 2.2608" e_lumo_ev="-11.327 / -11.469" charge=+2
Hg -12.90258 4.50904 -17.30018
N -12.36072 3.11238 -18.89403
S -12.42521 2.98032 -20.38950
O -13.58037 2.30580 -21.00963
O -11.16080 2.89511 -21.15885
F -12.87743 4.54764 -20.51151
S -12.32601 1.36462 -18.75942
O -11.55110 0.55814 -19.67597
O -13.61080 0.79066 -18.31273
F -11.45103 1.28078 -17.42604
C -16.20768 2.05574 -23.23083
O -15.10449 2.80669 -23.28946
H -16.00867 0.99366 -23.37397
H -16.46567 2.27159 -22.19403
H -17.14614 2.32208 -23.71710
H -14.63168 2.77235 -22.45468
C -12.88109 0.44729 -14.76346
O -12.04173 1.37958 -13.99157
H -12.27829 -0.27343 -15.31601
H -13.54698 -0.07840 -14.07911
H -13.51685 0.94999 -15.49230
H -12.51980 1.65925 -13.20745
C -9.91428 -1.02286 -22.38365
O -9.72454 -2.37148 -22.78110
H -10.07357 -0.90676 -21.31162
H -8.92740 -0.67990 -22.69436
H -10.60987 -0.46314 -23.00893
H -10.59809 -2.72249 -22.96901
O -9.23194 2.75090 -23.25899
H -9.31320 2.61451 -22.31504
H -9.78689 3.50939 -23.44052
C -17.06580 0.59322 -18.27198
C -16.90734 1.16564 -16.83188
O -16.63608 2.56611 -16.89610
H -17.20104 -0.48620 -18.34014
H -16.35029 0.92810 -19.02298
H -18.00688 1.02492 -18.61271
H -16.14914 0.77918 -16.15079
H -17.74167 1.06948 -16.13708
H -17.36433 3.02732 -17.31866
C -9.94779 6.67048 -21.71314
C -11.01999 6.32791 -22.77384
O -10.73630 5.06717 -23.30836
H -9.94143 7.75338 -21.58912
H -8.89839 6.38992 -21.80341
H -10.33279 6.36227 -20.74109
H -10.97896 7.00355 -23.62820
H -12.06153 6.26231 -22.45922
H -11.47124 4.77011 -23.84987
C -16.21760 4.59377 -20.35904
C -15.87753 5.56021 -19.21363
O -15.07598 4.90056 -18.23000
H -15.41287 4.44495 -21.07901
H -17.05706 4.94929 -20.95656
H -16.50407 3.61258 -19.98048
H -16.76584 5.81707 -18.63655
H -15.49822 6.48586 -19.64652
H -15.73701 4.50318 -17.65840
C -8.91053 0.23516 -15.92491
C -8.08785 1.40979 -15.33709
O -8.04116 1.05891 -13.97218
H -8.29480 -0.66357 -15.88938
H -9.11215 0.49684 -16.96365
H -9.83689 -0.02651 -15.41357
H -8.61400 2.35892 -15.43916
H -7.06584 1.66203 -15.61988
H -7.88139 1.89839 -13.53475
C -12.92954 -2.49919 -20.14029
C -13.57153 -3.88152 -20.21821
O -12.62112 -4.65548 -20.84465
H -13.61326 -1.72834 -19.78473
H -12.81199 -2.07617 -21.13796
H -11.98842 -2.38428 -19.60254
H -14.41436 -3.75523 -20.89776
H -13.83323 -4.15118 -19.19504
H -12.27671 -5.23717 -20.16302